# 1
Entry from the Open Molecules 2025 dataset: an isolated molecule of C26H23N3O4 (ωB97M-V/def2-TZVPD).

Values from the calculation:
SMILES: O=C(Cc1n[nH]c(=O)c2ccccc12)OCC(=O)N(Cc1ccccc1)Cc1ccccc1
Calculated total energy in hartree: -1469.85300
HOMO in eV: -8.85
Orbital gap in eV: 9.1

Each line ends with the Löwdin charge.
Positions of all 56 atoms, in Å:
O: -1.36 -0.81 2.59  0.121
O: -7.37 -0.43 0.17  0.066
O: -0.82 0.66 0.99  -0.012
O: 1.42 3.15 1.41  0.065
N: -4.20 -1.82 0.69  0.122
N: 2.10 1.03 1.79  -0.036
N: -5.51 -1.60 0.65  0.079
C: 1.30 -2.73 -1.56  -0.087
C: -3.86 0.24 -0.47  -0.084
C: 3.76 1.63 -0.90  -0.045
C: -3.56 2.32 -1.65  -0.056
C: -4.93 2.54 -1.66  -0.060
C: 1.38 -0.58 -0.50  -0.057
C: 5.07 -0.81 -1.08  -0.074
C: -1.34 -0.48 1.43  -0.490
C: -5.25 0.46 -0.49  -0.066
C: -3.39 -0.97 0.17  -0.215
C: -0.30 1.59 1.93  -0.036
C: 4.81 -0.08 -2.23  -0.088
C: 1.64 -1.18 0.73  -0.207
C: 1.22 -1.35 -1.63  -0.077
C: 1.72 -2.56 0.80  -0.036
C: 4.67 -0.32 0.16  -0.047
C: 1.16 1.99 1.66  -0.424
C: 3.50 1.40 1.58  -0.083
C: 1.55 -3.33 -0.33  -0.079
C: -1.93 -1.30 0.29  -0.012
C: -5.77 1.61 -1.08  0.000
C: -3.02 1.19 -1.08  -0.009
C: 4.16 1.14 -2.13  -0.079
C: 4.01 0.90 0.25  -0.218
C: -6.16 -0.51 0.12  -0.416
C: 1.84 -0.37 2.00  -0.087
H: 1.31 0.50 -0.57  0.114
H: -1.96 1.04 -1.08  0.105
H: 1.03 -0.87 -2.58  0.109
H: 3.25 2.58 -0.82  0.118
H: 1.61 -4.41 -0.26  0.103
H: -2.90 3.04 -2.11  0.109
H: -1.39 -1.09 -0.63  0.112
H: 3.54 2.49 1.61  0.127
H: 4.88 -0.90 1.05  0.114
H: 5.11 -0.46 -3.19  0.101
H: 1.91 -3.03 1.75  0.118
H: 1.18 -3.33 -2.44  0.102
H: 0.96 -0.50 2.64  0.120
H: -0.89 2.51 1.84  0.143
H: 5.57 -1.76 -1.14  0.104
H: 4.09 0.98 2.40  0.131
H: 2.69 -0.79 2.54  0.135
H: 3.96 1.72 -3.03  0.103
H: -6.85 1.74 -1.07  0.121
H: -1.84 -2.35 0.56  0.135
H: -0.41 1.19 2.94  0.136
H: -5.34 3.43 -2.11  0.107
H: -6.07 -2.33 1.09  0.162



# 2
Entry from the Open Molecules 2025 dataset: a structure of composition C26H23O5PtSb (ωB97M-V/def2-TZVPD).

Values from the calculation:
Expectation value of S²: 6.03
2S+1: 5
Calculated total energy in hartree: -1739.54720
HOMO (spin up / spin down) in eV: -14.55 / -14.57
Orbital gap (spin up / spin down) in eV: 8.0 / 4.3
Charge: +2

Each line ends with the Löwdin charge.
Positions of all 56 atoms, in Å:
Pt: 1.23 -0.92 -0.91  1.060
Sb: -1.21 -0.26 -0.56  1.524
O: 2.36 2.02 1.32  0.140
O: 2.60 -0.49 3.02  0.282
O: 1.68 1.15 -0.64  -0.182
O: 1.53 -1.30 1.22  -0.100
O: 3.37 -1.25 -1.13  -0.212
C: 3.91 0.58 0.21  -0.078
C: -3.02 -1.18 -1.07  -0.420
C: -2.33 1.88 -2.29  -0.122
C: 4.08 -1.80 0.03  -0.211
C: -1.58 1.73 -1.12  -0.370
C: -0.57 0.49 3.74  0.008
C: 5.53 -1.78 -0.45  -0.056
C: -0.61 0.66 2.39  -0.055
C: -2.02 4.26 -2.15  -0.042
C: -2.24 -1.21 2.23  -0.040
C: -1.38 -0.51 4.35  0.092
C: -1.41 -0.23 1.59  -0.202
C: -3.08 -2.37 -1.79  -0.113
C: 2.51 -0.84 1.87  -0.503
C: 3.93 -0.67 1.06  -0.041
C: -1.27 4.11 -0.99  -0.048
C: -5.41 -1.08 -0.96  -0.048
C: -4.18 -0.52 -0.65  -0.134
C: -1.04 2.84 -0.47  -0.112
C: -4.32 -2.90 -2.10  -0.051
C: -2.54 3.15 -2.80  -0.050
C: 5.56 -0.51 -1.33  -0.061
C: 2.52 1.35 0.33  -0.581
C: 4.13 0.01 -1.20  -0.210
C: -2.19 -1.38 3.58  0.007
C: -5.48 -2.26 -1.68  -0.040
H: 3.75 0.62 -2.01  0.168
H: -2.88 -1.84 1.62  0.115
H: -6.32 -0.57 -0.65  0.120
H: 0.01 1.41 1.92  0.091
H: 0.07 1.12 4.35  0.140
H: -4.13 0.41 -0.11  0.111
H: 4.68 -0.68 1.84  0.169
H: 5.72 -2.68 -1.04  0.136
H: -6.45 -2.68 -1.93  0.122
H: 6.29 0.23 -1.01  0.136
H: -0.86 4.97 -0.49  0.120
H: -2.20 5.25 -2.54  0.120
H: -2.75 1.03 -2.80  0.102
H: -2.18 -2.87 -2.12  0.102
H: -4.39 -3.82 -2.67  0.120
H: 5.77 -0.75 -2.37  0.134
H: 6.23 -1.75 0.38  0.136
H: -2.78 -2.15 4.06  0.136
H: -3.11 3.28 -3.71  0.120
H: 4.66 1.31 0.51  0.177
H: -0.44 2.75 0.41  0.081
H: 3.66 -2.77 0.30  0.173
H: -1.39 -0.59 5.43  0.141



# 3
Entry from the Open Molecules 2025 dataset: a structure of composition C26H24F5NO2P2Tm in a non-equilibrium geometry (ωB97M-V/def2-TZVPD).

Values from the calculation:
Expectation value of S²: 2.00
2S+1: 3
Calculated total energy in hartree: -3477.40766
HOMO (spin up / spin down) in eV: -9.87 / -9.87
Orbital gap (spin up / spin down) in eV: 6.0 / 5.9
Charge: +1

Each line ends with the Löwdin charge.
Positions of all 61 atoms, in Å:
Tm: 0.12 0.23 0.76  1.310
P: -0.03 -2.41 -0.12  0.829
P: -2.31 1.25 0.21  0.812
F: -1.77 -2.81 3.93  0.108
F: 1.29 1.39 5.83  0.132
F: -1.22 -2.56 6.68  0.122
F: 0.30 -0.46 7.56  0.124
F: 0.67 1.18 3.04  -0.012
O: -0.86 -0.87 2.28  -0.301
O: 2.30 1.03 0.30  -0.100
N: 0.39 0.33 -1.56  -0.105
C: -0.22 4.26 -2.96  -0.066
C: -1.31 3.46 -2.60  -0.053
C: -1.10 -1.75 4.45  -0.112
C: -2.80 2.94 0.64  -0.249
C: 2.55 0.41 -2.72  -0.151
C: -2.35 1.36 -1.63  -0.288
C: 1.28 -3.48 0.60  -0.228
C: -1.17 2.15 -2.13  -0.240
C: -0.62 -0.76 3.57  -0.294
C: 2.70 -2.40 -2.62  -0.037
C: 1.07 3.73 -2.94  -0.022
C: -0.02 -0.55 6.25  -0.127
C: -1.54 -3.39 0.20  -0.234
C: 3.77 -0.23 -3.01  -0.024
C: 0.49 0.41 5.38  -0.130
C: 3.86 -1.63 -2.92  -0.061
C: -3.80 0.29 0.56  -0.236
C: 2.56 1.82 -2.31  -0.105
C: -0.79 -1.62 5.80  -0.104
C: 1.40 -0.35 -2.32  -0.159
C: 1.25 2.43 -2.49  -0.178
C: 2.93 1.81 -0.41  0.026
C: 0.18 0.30 4.03  -0.081
C: 0.15 1.63 -2.08  -0.215
C: 1.48 -1.79 -2.30  -0.227
C: 0.22 -2.60 -1.91  -0.296
H: -2.16 3.69 0.16  0.052
H: 1.19 -3.41 1.69  0.047
H: 3.94 2.02 -0.74  0.109
H: -4.70 0.92 0.50  0.062
H: -3.85 3.15 0.37  0.070
H: -1.78 -3.31 1.27  0.037
H: -3.90 -0.56 -0.13  0.052
H: 2.71 -3.51 -2.59  0.123
H: -2.68 3.07 1.72  0.055
H: 1.18 -4.52 0.30  0.055
H: -3.70 -0.11 1.58  0.048
H: 4.76 -2.19 -3.21  0.109
H: 3.43 2.44 -2.60  0.138
H: -2.33 3.83 -2.75  0.117
H: -2.33 0.35 -2.05  0.091
H: -2.39 -2.98 -0.37  0.047
H: -0.38 5.26 -3.37  0.111
H: -3.27 1.87 -1.94  0.102
H: 4.66 0.34 -3.28  0.118
H: 2.26 -3.10 0.30  0.047
H: -1.42 -4.45 -0.06  0.062
H: 1.95 4.35 -3.20  0.128
H: -0.65 -2.21 -2.44  0.095
H: 0.40 -3.65 -2.18  0.099



# 4
Entry from the Open Molecules 2025 dataset: a structure of composition C26H24IN2O4PdS2 (ωB97M-V/def2-TZVPD).

Values from the calculation:
Expectation value of S²: 6.06
2S+1: 5
Calculated total energy in hartree: -2637.24457
HOMO (spin up / spin down) in eV: -10.85 / -10.86
Orbital gap (spin up / spin down) in eV: 7.7 / 4.8
Charge: +1

Each line ends with the Löwdin charge.
Positions of all 60 atoms, in Å:
I: -5.80 -2.36 -6.44  0.906
Pd: -0.08 -0.75 -0.61  0.969
S: 3.01 -1.39 2.72  0.996
S: 1.83 -1.99 0.28  0.794
O: -0.43 0.25 -2.70  -0.015
O: 0.31 1.02 0.81  -0.030
O: -1.96 0.23 -1.13  -0.073
O: -0.07 -2.48 -2.04  -0.080
N: 0.33 -1.24 2.43  -0.032
N: -0.78 -1.46 1.61  0.017
C: 5.44 2.79 3.87  -0.067
C: -1.75 -0.63 1.80  -0.282
C: -1.63 0.07 -2.35  -0.599
C: -1.48 0.71 2.36  -0.077
C: 5.32 3.36 2.62  -0.074
C: -4.32 -2.11 -3.83  -0.140
C: -2.62 -0.49 -3.30  -0.151
C: 3.56 1.81 2.09  -0.064
C: 4.37 2.87 1.72  -0.069
C: -0.84 3.31 3.28  -0.035
C: -1.95 2.61 3.78  0.004
C: 1.65 -1.69 -3.51  -0.016
C: 3.67 1.24 3.35  -0.302
C: -4.43 -1.56 -5.10  -0.738
C: -0.36 1.45 1.77  -0.318
C: 2.78 0.10 3.76  -0.360
C: 0.16 -3.70 -4.03  0.015
C: -0.06 2.76 2.31  0.054
C: -3.65 -0.48 -5.48  -0.136
C: -3.12 -0.97 1.33  0.002
C: -2.25 1.32 3.31  0.014
C: -3.42 -1.56 -2.93  -0.019
C: 1.45 -1.54 1.94  -1.061
C: 0.54 -2.59 -3.11  -0.455
C: -2.73 0.05 -4.58  -0.009
C: 4.62 1.73 4.24  -0.039
H: -2.57 3.05 4.55  0.122
H: -4.93 -2.95 -3.54  0.097
H: -3.75 -0.05 -6.47  0.098
H: -3.33 -0.49 0.37  0.074
H: 3.00 -0.22 4.78  0.087
H: 6.18 3.16 4.57  0.110
H: 4.28 3.31 0.74  0.109
H: 0.79 3.28 1.88  0.127
H: 1.72 0.34 3.70  0.073
H: 4.72 1.28 5.22  0.115
H: 0.47 -3.50 -5.06  0.094
H: 1.93 -0.99 -2.72  0.059
H: 2.84 1.42 1.38  0.097
H: 1.33 -1.12 -4.38  0.109
H: -3.10 0.79 3.74  0.128
H: -3.33 -1.98 -1.93  0.118
H: 0.66 -4.61 -3.70  0.108
H: -3.85 -0.59 2.05  0.090
H: -0.62 4.30 3.67  0.122
H: -2.10 0.88 -4.87  0.126
H: 5.96 4.19 2.33  0.108
H: -3.22 -2.05 1.24  0.097
H: 2.51 -2.29 -3.81  0.106
H: -0.91 -3.87 -3.98  0.094



In kJ/mol, the energy above the lowest of the compared OMol25 structures with the same formula, charge and spin values for the records above are, in order, 159.7; 0.0; 10.7; 32.1.